A single C6H13NO molecule at a distorted geometry. Source: the OMol25 dataset; level of theory: wB97M-V/def2-TZVPD.

Computed properties:
- Multiplicity: 1
- Structure (SMILES): CC/C(N)=C(\C)CO
- DFT total energy: -366.29881 hartree
- Relative energy (zero: lowest compared OMol25 entry of this formula, charge and spin): 84.8 kcal/mol

Bonds (Å) are listed after each position.
Positions of all 21 atoms, in Å:
1 O -1.74 -1.14 -2.37  C3 1.412, H13 0.969
2 N 1.49 1.02 -1.31  C6 1.360, H9 1.015, H19 1.013
3 C -1.29 0.16 -2.06  O1 1.412, C5 1.815, H10 1.091, H18 1.091
4 C -1.66 -0.39 0.56  C5 1.481, H11 1.094, H16 1.092, H17 1.093
5 C -0.62 0.12 -0.37  C3 1.815, C4 1.481, C6 1.289
6 C 0.61 0.49 -0.41  N2 1.360, C5 1.289, C7 1.853
7 C 1.20 0.56 1.35  C6 1.853, C8 1.513, H12 1.095, H20 1.093
8 C 1.23 -0.75 2.11  C7 1.513, H14 1.095, H15 1.099, H21 1.094
9 H 2.46 1.01 -1.03  N2 1.015
10 H -0.59 0.51 -2.82  C3 1.091
11 H -2.59 -0.60 0.03  C4 1.094
12 H 2.23 0.90 1.20  C7 1.095
13 H -0.96 -1.72 -2.37  O1 0.969
14 H 1.53 -1.57 1.46  C8 1.095
15 H 1.94 -0.72 2.94  C8 1.099
16 H -1.88 0.36 1.33  C4 1.092
17 H -1.36 -1.33 1.03  C4 1.093
18 H -2.14 0.83 -2.03  C3 1.091
19 H 1.21 1.91 -1.71  N2 1.013
20 H 0.70 1.35 1.90  C7 1.093
21 H 0.26 -1.00 2.55  C8 1.094